{
  "formula": "C23H29N3O4",
  "method": "wB97M-V/def2-TZVPD",
  "lumo_ha": 0.0220,
  "gap_ev": 8.7,
  "smiles": "CC(C)(C)c1ccc(NC(=O)Nc2ccc(OCC(=O)N3CCOCC3)cc2)cc1",
  "total_energy_ev": -36983.0523,
  "symbols": ["C", "C", "C", "C", "C", "C", "C", "C", "N", "C", "O", "N", "C", "C", "C", "C", "O", "C", "C", "O", "N", "C", "C", "O", "C", "C", "C", "C", "C", "C", "H", "H", "H", "H", "H", "H", "H", "H", "H", "H", "H", "H", "H", "H", "H", "H", "H", "H", "H", "H", "H", "H", "H", "H", "H", "H", "H", "H", "H"],
  "coordinates": [[3.03226, -2.23325, -7.22687], [2.74342, -3.39632, -6.27378], [4.01192, -4.25454, -6.16846], [1.60038, -4.22993, -6.86988], [2.34508, -2.92925, -4.88269], [2.26271, -1.58875, -4.52641], [1.89975, -1.20670, -3.24854], [1.60639, -2.15833, -2.27781], [1.23400, -1.70601, -1.00937], [0.98399, -2.44167, 0.11336], [1.11393, -3.64113, 0.22206], [0.58967, -1.69206, 1.20696], [0.21832, -0.34873, 1.30271], [-0.53830, 0.28688, 0.31599], [-0.89188, 1.61208, 0.45617], [-0.51821, 2.33552, 1.58838], [-0.93091, 3.63995, 1.61644], [-0.63709, 4.42157, 2.75362], [-1.25563, 3.93137, 4.06973], [-0.56374, 3.83616, 5.06806], [-2.57095, 3.64888, 4.07532], [-3.49871, 3.70451, 2.96721], [-4.00628, 2.28507, 2.67540], [-4.59473, 1.71124, 3.81843], [-3.67993, 1.65392, 4.89010], [-3.17015, 3.05139, 5.25465], [0.20453, 1.69950, 2.59089], [0.56471, 0.37251, 2.44186], [1.68097, -3.50397, -2.61874], [2.04537, -3.86886, -3.89919], [3.85678, -1.62450, -6.86304], [2.15378, -1.60507, -7.35543], [3.31022, -2.62536, -8.20321], [3.84580, -5.13144, -5.54930], [4.82149, -3.67577, -5.72859], [4.32262, -4.58814, -7.15646], [0.69160, -3.63437, -6.92793], [1.86118, -4.56106, -7.87301], [1.39353, -5.10791, -6.26471], [2.48131, -0.81303, -5.24199], [1.84389, -0.15479, -3.00042], [1.22563, -0.70082, -0.90322], [0.64691, -2.20544, 2.07526], [-0.88060, -0.26444, -0.54660], [-1.47545, 2.10873, -0.30291], [-1.02037, 5.42069, 2.52350], [0.44556, 4.49260, 2.91593], [-3.03362, 4.12350, 2.07901], [-4.34777, 4.33152, 3.26545], [-4.78239, 2.30534, 1.90904], [-3.16695, 1.66260, 2.32780], [-4.21757, 1.20747, 5.72741], [-2.82526, 1.01431, 4.62028], [-2.41255, 3.00122, 6.03692], [-4.00595, 3.67620, 5.58560], [0.49286, 2.21780, 3.49046], [1.12488, -0.11386, 3.22663], [1.45981, -4.25364, -1.87802], [2.09495, -4.92263, -4.12740]],
  "atomic_forces_ev_per_a": [[-0.1, -0.2, 0.2], [0.1, -0.1, -0.2], [-0.1, 0.1, 0.0], [0.1, 0.1, 0.0], [0.0, 0.0, 0.0], [0.0, -0.1, 0.0], [-0.1, 0.0, 0.2], [0.1, -0.2, -0.3], [0.0, 0.4, 0.1], [0.0, 0.2, 0.2], [0.1, -0.3, -0.1], [-0.1, -0.3, 0.4], [0.0, 0.4, 0.0], [0.0, 0.0, 0.1], [0.1, 0.3, 0.2], [0.0, -0.2, -0.2], [0.0, -0.1, -0.2], [0.2, 0.1, 0.2], [0.1, 0.1, -0.2], [0.3, 0.0, 0.1], [-0.3, -0.1, 0.1], [-0.3, -0.2, -0.3], [0.1, 0.3, -0.2], [-0.2, 0.0, 0.0], [0.1, 0.2, 0.3], [0.0, -0.4, 0.2], [-0.1, 0.3, 0.0], [0.0, -0.2, -0.3], [0.0, -0.1, 0.2], [0.0, 0.2, 0.0], [0.1, 0.1, 0.0], [-0.1, 0.1, 0.0], [0.0, 0.0, -0.1], [0.0, -0.1, 0.1], [0.1, 0.0, 0.0], [0.0, -0.1, -0.1], [-0.1, 0.0, 0.0], [0.0, -0.1, -0.1], [-0.1, -0.1, 0.1], [0.0, 0.1, -0.1], [0.0, 0.1, 0.0], [0.0, -0.2, 0.0], [0.0, -0.1, -0.2], [0.0, -0.1, -0.1], [-0.1, 0.1, -0.1], [0.1, -0.1, 0.0], [-0.2, 0.0, 0.0], [-0.1, 0.0, 0.1], [0.1, 0.0, -0.1], [0.1, 0.0, 0.0], [-0.1, 0.1, 0.0], [0.1, 0.0, 0.0], [-0.1, 0.0, 0.0], [-0.1, 0.0, 0.0], [0.0, 0.0, 0.0], [0.0, 0.1, 0.1], [0.1, 0.0, 0.1], [0.0, 0.0, 0.0], [0.0, -0.1, 0.0]]
}


{
  "formula": "C3H11N2O3",
  "method": "wB97M-V/def2-TZVPD",
  "lumo_ha": -0.1015,
  "gap_ev": 10.5,
  "total_charge": 1,
  "total_energy_ev": -12405.4104,
  "symbols": ["C", "C", "N", "C", "N", "H", "H", "H", "H", "H", "H", "H", "O", "H", "H", "O", "H", "H", "O"],
  "coordinates": [[1.05411, -2.27143, 1.11056], [-0.01051, -1.81572, 0.23228], [0.35411, -0.54863, -0.00402], [1.54302, -0.15424, 0.50640], [1.99623, -1.31227, 1.13336], [1.18469, -3.11636, 1.71480], [-0.84551, -2.35025, -0.17201], [-0.19575, 0.11044, -0.60392], [2.00692, 0.79523, 0.44234], [2.86022, -1.46588, 1.59035], [-0.04452, 2.13431, -1.38003], [0.19573, 1.38044, -2.76131], [0.43561, 1.46817, -1.74632], [-1.31683, 2.46116, 2.30893], [-1.64417, 2.87226, 0.96606], [-1.28078, 2.17628, 1.45829], [-2.35940, 0.01335, -0.89745], [-2.21910, -0.09989, -2.34068], [-1.71406, -0.27700, -1.55761]],
  "atomic_forces_ev_per_a": [[-2.4, 0.9, -2.8], [3.6, -1.3, 3.4], [0.3, 2.6, -1.0], [-1.2, -4.2, 0.4], [-1.3, 2.4, -0.5], [0.0, -1.3, 0.2], [-0.3, 0.3, 0.0], [0.7, -0.7, 0.2], [0.3, 0.5, -0.2], [0.9, 0.4, 0.5], [-2.3, 3.3, 1.2], [0.6, 0.5, 3.4], [1.9, -3.2, -4.6], [-0.1, 1.1, 4.1], [-0.9, 1.5, -1.2], [1.0, -2.7, -3.0], [0.1, -0.2, 0.3], [-0.1, -0.1, -1.1], [-0.9, 0.1, 0.7]]
}


{
  "formula": "C4H7NO",
  "method": "wB97M-V/def2-TZVPD",
  "lumo_ha": 0.0401,
  "gap_ev": 8.9,
  "smiles": "C[C@@H]1C=CNO1",
  "total_energy_ev": -7796.5472,
  "symbols": ["C", "C", "C", "C", "N", "O", "H", "H", "H", "H", "H", "H", "H"],
  "coordinates": [[1.63448, -0.18515, -0.63458], [0.39156, 0.59195, -0.21887], [-0.18092, 0.19676, 1.09615], [-1.45095, -0.19082, 0.93643], [-1.89476, -0.04585, -0.36208], [-0.80476, 0.37256, -1.15444], [1.82681, -0.02870, -1.69364], [1.49912, -1.25091, -0.45512], [2.49937, 0.16612, -0.07313], [0.56592, 1.66962, -0.32026], [0.39621, 0.14603, 1.99900], [-2.13621, -0.58672, 1.66468], [-2.34588, -0.85485, -0.78415]],
  "atomic_forces_ev_per_a": [[-0.5, 0.0, -0.2], [-1.0, 0.0, -0.9], [-0.6, -0.3, 0.0], [0.8, 0.0, 0.1], [-0.8, 0.3, -0.1], [1.6, -0.1, 0.6], [0.1, 0.0, -0.1], [0.0, 0.0, 0.0], [0.0, 0.0, 0.1], [0.1, -0.1, 0.1], [0.0, 0.1, 0.2], [-0.1, 0.0, 0.1], [0.4, 0.0, 0.1]]
}


{
  "formula": "C3H9N2O2S",
  "method": "wB97M-V/def2-TZVPD",
  "lumo_ha": -0.1996,
  "gap_ev": 9.7,
  "total_charge": 1,
  "total_energy_ev": -21156.7246,
  "symbols": ["C", "C", "C", "N", "N", "O", "O", "S", "H", "H", "H", "H", "H", "H", "H", "H", "H"],
  "coordinates": [[0.37002, -0.52115, 0.23990], [-1.27287, -1.75397, -1.00951], [0.24906, 2.27803, -0.49926], [1.91109, -0.77163, 1.44731], [-0.07856, -1.60613, -0.21724], [-0.09968, 1.30262, 1.96488], [-1.85617, 0.82306, 0.28784], [-0.49725, 1.09771, 0.61663], [-1.78201, -2.67499, -0.72410], [-1.01197, -1.83242, -2.06855], [-1.93360, -0.89813, -0.86032], [1.32624, 2.20665, -0.41121], [-0.09077, 2.06836, -1.50644], [-0.07240, 3.27148, -0.19903], [2.68497, -0.48286, 0.85773], [1.71251, -0.03313, 2.11482], [0.44140, -2.47353, -0.03344]],
  "atomic_forces_ev_per_a": [[4.1, -0.1, 3.8], [-1.3, -0.2, -0.9], [-0.2, -0.5, 0.3], [-3.6, -0.3, -3.0], [0.5, 0.0, 0.1], [0.3, 0.2, 0.1], [-0.2, 0.4, -0.2], [-0.1, -0.2, -0.6], [0.1, 0.1, 0.1], [0.1, 0.0, 0.2], [0.2, -0.3, 0.0], [0.2, -0.1, 0.1], [-0.1, -0.1, -0.1], [-0.2, 0.0, 0.2], [0.1, 0.2, -0.2], [-0.1, 0.3, 0.0], [0.2, 0.4, 0.1]]
}


{
  "formula": "C2H3N2O3",
  "method": "wB97M-V/def2-TZVPD",
  "lumo_ha": [0.1057, 0.1089],
  "gap_ev": [4.1, 7.7],
  "total_charge": -1,
  "total_energy_ev": -11239.1813,
  "symbols": ["C", "C", "N", "N", "O", "O", "O", "H", "H", "H"],
  "coordinates": [[0.33161, -0.67701, 0.18891], [-0.52037, 0.29746, -0.10672], [2.91379, -0.10115, 0.01445], [-1.90109, 0.10007, -0.15599], [2.90020, 1.10041, -0.05824], [-2.37984, -1.05340, 0.00357], [-2.61215, 1.16266, -0.12849], [0.07160, -1.69355, 0.12462], [-0.08872, 1.25396, -0.38661], [1.28497, -0.38945, 0.50451]],
  "atomic_forces_ev_per_a": [[0.0, -0.6, 0.1], [-1.1, 0.4, -0.6], [1.3, 4.3, -0.5], [0.9, 1.2, 0.4], [0.2, -3.9, 0.2], [-0.1, -0.1, -0.2], [-0.3, -0.3, -0.5], [-0.4, -1.1, 0.4], [-0.9, 0.4, 0.5], [0.3, -0.2, 0.2]]
}


{
  "formula": "C3H6N2O3",
  "method": "wB97M-V/def2-TZVPD",
  "lumo_ha": 0.0065,
  "gap_ev": 10.2,
  "smiles": "CC(=O)[C@@H](N)[N+](=O)[O-]",
  "total_energy_ev": -12327.1705,
  "symbols": ["C", "C", "O", "C", "N", "N", "O", "O", "H", "H", "H", "H", "H", "H"],
  "coordinates": [[0.67021, -1.26606, -0.84636], [0.56748, 0.24612, -0.65798], [1.06216, 1.10471, -1.31703], [-0.63913, 0.53836, 0.29014], [-1.02152, 1.88297, 0.31289], [-2.07240, -0.39027, -0.11285], [-2.14295, -1.61418, -0.09916], [-2.90942, 0.35258, -0.50041], [1.38222, -1.52336, -1.67188], [1.04051, -1.65693, 0.14987], [-0.33956, -1.70851, -0.88108], [-0.34496, 0.09821, 1.33967], [-1.55866, 2.22427, 1.03028], [-1.09201, 2.34857, -0.55000]],
  "atomic_forces_ev_per_a": [[1.7, 0.1, 1.0], [-2.9, -2.0, -1.0], [0.7, 0.5, 0.1], [0.3, 0.6, 2.6], [2.3, -2.6, -0.6], [1.9, -0.3, -0.5], [0.0, 0.9, 0.5], [-1.5, 0.3, -0.2], [-0.8, 0.1, 0.8], [0.0, 0.2, -1.1], [0.7, 0.2, -0.6], [-0.9, 0.9, -1.9], [-1.5, 0.7, 1.7], [0.0, 0.5, -1.0]]
}


In the order shown, the computed energy relative to the best compared isomer or geometry (same formula, charge and spin) values come out to 97.5; 166.7; 298.8; 396.3; 758.4; 488.0 kJ/mol.